1.
# C10H31BCoNO6

C10H31BCoNO6 as an isolated structure in a non-equilibrium geometry (ωB97M-V/def2-TZVPD, OMol25).

Calculated total energy: -62940.173 eV
Expectation value of S²: 3.756
Gap between HOMO and LUMO (alpha / beta): 8.33 / 7.45 eV

Geometry as ORCA input:
```
! wB97M-V def2-TZVPD RIJCOSX def2/J DEFGRID3
* xyz 1 4
Co -19.60 15.18 -11.81
B -18.87 17.14 -12.16
H -18.44 16.49 -13.00
H -18.68 16.69 -11.14
H -18.33 18.12 -12.16
H -20.00 17.29 -12.30
C -19.25 20.84 -10.94
C -20.28 20.78 -12.06
O -21.61 20.66 -11.59
O -19.12 19.58 -10.29
H -19.54 21.56 -10.17
H -18.29 21.27 -11.24
H -20.05 19.89 -12.66
H -20.16 21.62 -12.74
H -21.69 19.74 -11.31
H -18.82 18.98 -10.99
C -15.79 17.55 -13.90
C -15.02 18.00 -12.67
O -15.67 17.60 -11.43
O -17.03 18.23 -14.03
H -15.90 16.46 -13.86
H -15.22 17.70 -14.82
H -14.96 19.09 -12.68
H -13.98 17.68 -12.61
H -16.32 18.26 -11.17
H -17.66 17.86 -13.37
C -18.87 15.01 -8.52
O -19.76 15.25 -9.66
C -21.12 15.25 -9.27
C -21.94 15.90 -10.38
N -21.71 15.03 -11.55
C -22.24 15.82 -12.72
C -21.69 15.07 -13.95
O -20.24 14.98 -13.80
C -19.50 15.01 -15.01
H -18.93 15.89 -7.89
H -17.92 14.84 -9.01
H -19.14 14.14 -7.92
H -21.15 15.89 -8.38
H -21.38 14.23 -9.00
H -21.59 16.93 -10.45
H -22.98 15.96 -10.08
H -22.28 14.19 -11.50
H -21.99 16.88 -12.70
H -23.33 15.84 -12.67
H -21.91 15.61 -14.87
H -22.13 14.08 -13.98
H -18.46 14.81 -14.73
H -19.44 15.99 -15.48
H -19.81 14.16 -15.60
*
```

Results of the Mulliken charge analysis, in e, for atoms 1 through 6: 0.5919, 1.6786, 0.0483, 0.0453, 0.2299, -0.6101

---

2.
# C10H32BNO5

A 5-piece molecular cluster, C10H32BNO5 overall in a non-equilibrium geometry (ωB97M-V/def2-TZVPD, OMol25).

Calculated total energy: -23292.405 eV
Structure (SMILES): CCOBN.CCO.CCO.CCO.CCO
Gap between HOMO and LUMO: 10.10 eV

Geometry as ORCA input:
```
! wB97M-V def2-TZVPD RIJCOSX def2/J DEFGRID3
* xyz 0 1
C -2.26 -3.97 0.29
C -2.77 -3.32 -1.04
O -2.73 -1.87 -0.94
B -2.51 -1.45 -2.28
N -1.11 -1.38 -2.74
H -3.14 -4.23 0.88
H -1.60 -3.29 0.84
H -1.72 -4.87 0.02
H -2.12 -3.65 -1.87
H -3.80 -3.59 -1.28
H -3.48 -1.22 -2.94
H -0.91 -2.29 -3.14
H -1.07 -0.70 -3.49
C -0.24 0.74 1.90
C -0.23 -0.77 1.73
O -1.52 -1.27 1.41
H -0.94 1.03 2.69
H 0.75 1.12 2.16
H -0.57 1.23 0.98
H 0.09 -1.25 2.66
H 0.47 -1.06 0.94
H -1.80 -0.85 0.58
C -0.22 -2.36 -7.22
C -0.28 -2.39 -5.70
O -0.34 -3.73 -5.21
H -1.09 -2.86 -7.64
H -0.19 -1.34 -7.59
H 0.66 -2.89 -7.58
H -1.18 -1.89 -5.35
H 0.59 -1.90 -5.27
H 0.45 -4.19 -5.51
C 4.20 3.09 2.67
C 3.37 2.73 1.46
O 2.06 3.30 1.53
H 3.72 2.74 3.59
H 5.20 2.64 2.62
H 4.31 4.17 2.76
H 3.25 1.65 1.39
H 3.86 3.08 0.54
H 2.16 4.25 1.58
C -0.21 3.83 3.88
C 0.93 3.45 4.81
O 0.70 3.93 6.14
H -0.34 4.91 3.86
H -0.02 3.47 2.87
H -1.15 3.40 4.24
H 1.86 3.90 4.47
H 1.05 2.37 4.85
H -0.12 3.54 6.45
*
```

Results of the Mulliken charge analysis, in e, for atoms 1 through 6: -0.8863, -0.1922, -0.5215, 0.5192, -0.6206, 0.2934

---

3.
# C10H32F6N4O9S2

A 7-piece molecular cluster, C10H32F6N4O9S2 overall in a non-equilibrium geometry (ωB97M-V/def2-TZVPD, OMol25).

Calculated total energy: -73250.959 eV
Gap between HOMO and LUMO: 9.31 eV

Geometry as ORCA input:
```
! wB97M-V def2-TZVPD RIJCOSX def2/J DEFGRID3
* xyz 0 1
N 5.08 14.03 20.38
H 4.74 14.63 19.61
H 4.56 14.25 21.24
H 6.10 14.15 20.55
H 4.85 13.06 20.12
C 6.85 17.19 21.43
F 7.27 18.08 20.56
F 6.47 17.83 22.54
F 5.79 16.53 20.94
S 8.23 16.02 21.90
O 9.37 16.70 21.40
O 8.07 15.81 23.30
N 7.84 14.59 21.08
S 9.28 14.02 20.68
O 9.80 14.58 19.47
O 10.19 13.84 21.77
C 8.89 12.25 20.25
F 9.87 11.80 19.48
F 8.72 11.46 21.29
F 7.76 12.20 19.48
O 6.35 13.14 23.21
H 7.21 13.45 22.89
H 6.42 13.20 24.17
O 4.77 11.61 19.02
H 5.25 11.30 18.25
H 3.98 11.06 19.08
O 4.03 11.47 22.56
H 3.82 10.71 22.01
H 4.98 11.63 22.45
C 1.44 15.85 18.93
C 2.03 14.48 18.67
C 1.17 13.66 17.76
O 1.58 12.32 17.86
C 1.06 11.51 16.84
N 3.42 14.65 18.07
H 1.58 16.56 18.11
H 1.82 16.30 19.84
H 0.36 15.74 19.08
H 2.17 13.95 19.61
H 1.27 14.06 16.74
H 0.11 13.72 18.03
H -0.03 11.44 16.94
H 1.55 10.55 16.85
H 1.22 11.98 15.86
H 3.56 13.70 17.68
H 3.22 15.08 17.16
C 3.27 15.78 25.24
C 2.97 15.75 23.74
C 3.28 17.10 23.11
O 2.49 18.08 23.74
C 2.85 19.38 23.37
N 3.73 14.69 23.06
H 2.74 16.54 25.80
H 4.34 15.99 25.36
H 3.11 14.79 25.67
H 1.90 15.60 23.61
H 3.12 17.06 22.02
H 4.34 17.34 23.30
H 3.92 19.60 23.46
H 2.33 20.08 24.04
H 2.50 19.63 22.36
H 4.73 14.83 23.21
H 3.50 13.83 23.54
*
```

Results of the Mulliken charge analysis, in e, for atoms 1 through 6: 0.6585, 0.6230, 0.0006, 0.2550, 0.4170, 0.5801

---

4.
# C10H32O6

A 6-piece molecular cluster, C10H32O6 overall in a non-equilibrium geometry (ωB97M-V/def2-TZVPD, OMol25).

Calculated total energy: -23171.611 eV
Structure (SMILES): CCO.CCO.CCO.CCO.CCO.O
Gap between HOMO and LUMO: 9.96 eV
Relative energy (zero: lowest compared OMol25 entry of this formula, charge and spin): 168.4 kJ/mol

Geometry as ORCA input:
```
! wB97M-V def2-TZVPD RIJCOSX def2/J DEFGRID3
* xyz 0 1
C -3.19 -1.66 0.98
C -3.84 -2.60 1.95
O -4.32 -3.81 1.35
H -3.88 -1.42 0.16
H -2.40 -2.11 0.38
H -2.88 -0.74 1.48
H -4.61 -2.06 2.53
H -3.21 -2.91 2.79
H -4.15 -4.51 1.97
C -0.57 1.61 2.61
C -1.42 2.09 3.78
O -1.27 1.33 4.98
H -0.95 2.21 1.78
H -0.76 0.59 2.26
H 0.50 1.61 2.81
H -2.49 2.11 3.62
H -1.18 3.15 3.92
H -0.44 1.53 5.42
C 3.86 3.52 -0.51
C 4.96 2.51 -0.61
O 4.75 1.39 0.28
H 2.99 3.27 -1.13
H 4.21 4.35 -1.15
H 3.55 3.90 0.45
H 5.93 2.97 -0.39
H 5.04 2.02 -1.59
H 5.36 1.40 1.02
C -3.65 -1.44 -3.52
C -2.51 -2.38 -3.83
O -2.72 -3.57 -3.09
H -3.59 -0.67 -4.29
H -3.50 -1.00 -2.53
H -4.63 -1.90 -3.45
H -1.59 -1.85 -3.57
H -2.49 -2.53 -4.92
H -3.45 -4.10 -3.41
C 0.29 -0.23 -0.99
C 1.48 0.65 -0.68
O 2.50 -0.12 -0.05
H -0.58 0.29 -1.38
H 0.05 -0.72 -0.05
H 0.54 -1.01 -1.71
H 1.20 1.50 -0.05
H 1.88 1.14 -1.58
H 3.28 0.47 0.10
O 5.87 -1.14 -0.78
H 5.28 -0.37 -0.67
H 6.76 -0.77 -0.71
*
```

Results of the Mulliken charge analysis, in e, for atoms 1 through 6: -0.7260, -0.3842, -0.5114, 0.2317, 0.2888, 0.2132